(1)
118
Properties=species:S:1:pos:R:3:forces:R:3:mulliken_charge:R:1 method="wB97M-V/def2-TZVPD" smiles="CCOC(=O)C(F)(F)F.CCOC(=O)C(F)(F)F.CCOC(=O)OC.CCOC(=O)OC.CCOC(=O)OC.CCOC(=O)OC.CCOC(=O)OC.CCOC(=O)OC" max_force_ev_per_a=2.04 lumo_energy_ev=0.5 e_tot_ha=-3508.677552 gap_ev=10.7 homo_ev=-10.22 mol_weight_g_mol=908.78
C -6.1535 -1.7190 -2.4189 0.77 0.25 0.61 -1.28
C -5.0021 -2.7167 -2.3203 -1.29 -0.53 -0.58 0.02
O -4.3284 -2.6712 -1.0631 0.36 0.68 0.63 -0.31
C -3.7024 -1.5387 -0.7223 -0.62 -1.01 -0.57 0.47
O -3.4255 -0.6324 -1.4412 0.17 0.35 -0.07 -0.46
C -3.4382 -1.4999 0.7898 -0.33 0.00 -0.18 0.71
F -4.3798 -0.7394 1.3661 0.07 0.31 0.02 -0.30
F -3.5088 -2.6898 1.3809 0.24 -0.21 0.05 -0.24
F -2.2459 -0.9648 0.9900 0.19 0.04 0.41 -0.04
H -5.7433 -0.7089 -2.3703 -0.26 0.06 -0.31 0.27
H -6.8154 -1.8359 -1.5603 -0.12 -0.11 -0.10 0.38
H -6.7012 -1.8857 -3.3426 -0.01 0.09 -0.03 0.41
H -4.3511 -2.6556 -3.1910 0.43 0.11 0.32 -0.05
H -5.4590 -3.7067 -2.3016 0.30 -0.12 -0.14 0.46
C 0.9080 0.8651 6.6924 -0.62 -0.35 0.83 -0.85
C 0.3915 2.2778 6.4581 0.88 -1.08 -1.50 0.01
O 1.1735 3.2443 7.1425 -0.58 0.79 1.63 -0.32
C 2.2491 3.7442 6.5925 0.44 -0.45 -0.80 0.42
O 2.7217 3.4203 5.5396 0.00 0.07 -0.08 -0.53
C 2.9646 4.8079 7.4568 -0.07 -0.29 0.03 0.84
F 4.0763 4.2698 7.9792 -0.07 0.00 0.01 -0.25
F 3.3261 5.8283 6.6833 -0.09 0.10 0.11 -0.24
F 2.2083 5.2511 8.4582 0.01 0.15 -0.01 -0.24
H 1.8365 0.5835 6.2060 0.02 0.34 -0.16 0.19
H 0.1170 0.1697 6.4025 0.13 0.00 -0.35 0.20
H 1.0187 0.6723 7.7636 0.15 0.22 0.02 0.41
H -0.6491 2.3259 6.7628 0.13 0.52 0.31 0.38
H 0.4899 2.5110 5.3944 -0.36 -0.03 0.03 0.02
C 2.8058 -1.4447 2.5593 0.49 0.78 -0.24 -0.61
C 2.5714 -1.1757 4.0361 -0.55 0.03 -0.25 0.35
O 1.6250 -2.1139 4.5813 0.07 -0.52 0.28 -0.39
C 0.3317 -1.9583 4.3277 0.58 0.68 -0.57 0.91
O -0.1663 -0.9738 3.8358 -0.27 -0.10 0.21 -0.49
O -0.2773 -3.0806 4.6665 0.10 -0.37 0.80 -0.37
C -1.6680 -3.0827 4.8752 -1.69 -0.50 -0.71 -0.69
H 3.3616 -2.3587 2.3616 -0.12 -0.11 0.13 0.41
H 3.3880 -0.6127 2.1489 0.23 -0.09 0.14 0.34
H 1.9057 -1.4129 1.9443 -0.28 -0.23 0.37 -0.35
H 2.2119 -0.1623 4.2134 -0.11 0.00 -0.19 -0.39
H 3.4470 -1.3182 4.6642 0.17 -0.08 -0.25 0.35
H -2.1495 -3.6595 4.0780 0.20 0.19 -0.19 0.21
H -2.1533 -2.1086 4.8810 0.48 0.24 0.00 0.32
H -1.9709 -3.6265 5.7700 0.72 0.16 0.31 0.31
C -2.7289 -0.2444 -4.7282 -0.36 0.10 0.00 -0.32
C -1.7155 -1.1293 -5.4071 0.03 -0.06 0.18 -0.17
O -2.4639 -2.0721 -6.1924 -0.80 0.15 -0.16 -0.33
C -1.8722 -3.1685 -6.6274 0.51 0.38 0.02 0.93
O -0.8301 -3.6093 -6.2259 0.39 -0.31 0.10 -0.58
O -2.6034 -3.6766 -7.6094 -0.61 0.12 -0.44 -0.37
C -2.1167 -4.8647 -8.2075 0.64 -0.63 0.08 -0.64
H -2.2752 0.5463 -4.1301 0.22 -0.02 -0.14 -0.03
H -3.3695 -0.7980 -4.0431 0.09 -0.14 -0.05 -0.37
H -3.3675 0.2006 -5.4932 0.00 0.13 0.08 0.49
H -1.0836 -1.6671 -4.7010 0.08 0.05 -0.08 0.29
H -1.1230 -0.5531 -6.1206 0.25 -0.05 0.19 0.33
H -1.0417 -4.8168 -8.3866 -0.02 0.13 0.18 0.31
H -2.5910 -5.0234 -9.1711 -0.38 0.27 0.15 0.26
H -2.3158 -5.7084 -7.5456 0.00 -0.07 -0.10 0.24
C 3.5034 3.0672 1.7909 -0.54 0.04 -0.49 -0.41
C 3.9390 3.0175 0.3279 0.01 -0.63 1.31 -0.22
O 4.7525 4.1587 0.0361 -0.04 0.35 -0.62 -0.38
C 6.0420 4.0732 0.3526 -0.74 -1.24 0.57 0.72
O 6.5501 3.0976 0.8502 0.47 0.22 -0.11 -0.58
O 6.6193 5.2148 0.0606 0.24 0.72 -0.68 -0.35
C 8.0242 5.3263 0.2398 0.35 0.48 0.40 -0.68
H 4.3066 2.9867 2.5186 0.20 0.13 -0.17 0.50
H 2.8122 2.2409 1.9566 -0.01 0.02 0.06 -0.26
H 2.9458 3.9966 1.9266 0.06 -0.02 0.33 0.28
H 3.0620 3.0331 -0.3102 0.16 0.29 -0.22 0.12
H 4.4640 2.0779 0.1649 0.25 0.20 -0.36 0.35
H 8.2016 5.7391 1.2339 0.14 -0.30 0.09 0.28
H 8.3974 6.0688 -0.4630 -0.26 -0.08 -0.19 0.24
H 8.5605 4.3932 0.0934 -0.22 -0.15 0.11 0.33
C 0.4753 -4.0363 0.4682 0.04 -0.30 -0.21 -0.92
C -1.0246 -4.1397 0.2487 0.40 0.13 0.23 0.92
O -1.3249 -5.1828 -0.6843 -0.23 -0.28 0.47 -0.43
C -1.6048 -4.8293 -1.9224 0.25 -0.29 -0.51 0.65
O -1.6348 -3.7125 -2.3656 -0.21 0.54 0.00 -0.42
O -1.7993 -5.9414 -2.6278 -0.24 -0.37 0.29 -0.43
C -2.0468 -5.7969 -4.0204 0.36 0.87 -0.51 -0.36
H 0.8450 -4.7655 1.1894 -0.16 0.17 0.25 0.42
H 0.7012 -3.0174 0.7780 0.26 -0.08 0.10 -0.13
H 1.0187 -4.2839 -0.4453 -0.10 0.37 -0.16 0.34
H -1.4227 -3.1915 -0.1032 -0.01 -0.11 -0.15 -0.64
H -1.5165 -4.4066 1.1806 -0.17 -0.05 -0.08 0.25
H -3.0838 -6.0099 -4.2728 0.00 -0.32 0.21 0.30
H -1.3428 -6.4361 -4.5472 -0.21 -0.22 0.01 0.32
H -1.8363 -4.7710 -4.3287 0.01 -0.14 0.07 -0.03
C -0.6845 4.9970 -0.4156 0.51 -0.31 0.25 -0.73
C -1.6293 3.9535 -1.0186 0.06 0.25 0.65 -0.50
O -0.9920 3.0021 -1.8700 0.34 0.06 0.11 0.03
C -0.8370 3.3490 -3.1479 -0.27 -0.38 0.29 0.54
O -1.3177 4.3036 -3.6871 -0.05 0.52 -0.22 -0.60
O -0.1145 2.4004 -3.7273 0.32 -0.33 -0.13 -0.08
C 0.0409 2.5183 -5.1432 -0.87 0.19 -0.06 -0.86
H -0.2829 4.5488 0.4954 0.06 0.23 0.09 0.01
H -1.1960 5.9175 -0.1398 -0.13 -0.05 -0.09 0.33
H 0.2039 5.2551 -0.9925 -0.30 -0.02 -0.46 0.29
H -2.5061 4.3813 -1.4989 0.10 0.00 -0.16 0.56
H -1.9243 3.3590 -0.1563 -0.50 -0.18 -0.27 0.28
H 0.6269 3.3959 -5.4036 0.34 -0.20 0.01 0.30
H -0.9406 2.6566 -5.6032 0.00 -0.02 0.03 0.38
H 0.4374 1.5673 -5.4790 0.40 0.14 0.00 0.21
C 0.0078 2.1174 2.4934 -0.11 -0.27 0.93 -0.79
C -0.1863 1.1754 1.3373 -0.18 0.18 -0.43 0.57
O 0.9587 1.3720 0.4775 0.38 -0.20 0.41 0.51
C 1.2436 0.5438 -0.5202 -0.57 0.48 -0.89 -0.12
O 2.1592 0.7369 -1.2682 0.43 -0.21 0.16 -0.64
O 0.3240 -0.4138 -0.6692 -0.29 -0.32 0.89 0.42
C 0.4661 -1.3084 -1.7473 -0.47 -0.19 -1.76 -0.47
H 0.2990 3.1278 2.2164 0.02 -0.05 -0.18 0.09
H 0.7525 1.6940 3.1728 0.28 0.18 -0.21 -0.54
H -0.8780 2.1710 3.1323 -0.23 0.00 -0.34 0.60
H -1.0702 1.3838 0.7309 -0.05 0.06 0.13 0.15
H -0.2580 0.1507 1.6920 0.18 -0.01 -0.06 -0.21
H 1.1912 -2.1071 -1.6084 0.23 0.24 0.34 0.34
H 0.6757 -0.7830 -2.6830 0.50 0.22 0.27 0.33
H -0.4949 -1.7696 -1.9756 -0.10 0.01 0.72 -0.22

---

(2)
80
Properties=species:S:1:pos:R:3:forces:R:3:mulliken_charge:R:1 method="wB97M-V/def2-TZVPD" charge=+1 max_force_ev_per_a=4.06 lumo_energy_ev=-3.9 e_tot_ha=-2032.170323 gap_ev=5.6 homo_ev=-9.45 mol_weight_g_mol=554.78
C 4.6857 -3.3255 1.5820 0.00 -0.16 -0.22 -0.97
C 5.5496 -2.0743 1.5612 -0.12 0.16 0.34 -0.61
N 4.9790 -1.0135 0.7439 0.53 -0.26 -0.33 -0.02
C 5.9175 0.0154 0.3345 0.09 0.07 0.33 -0.66
C 5.3592 0.8834 -0.7761 -0.37 -0.12 -0.11 -0.89
C 3.9912 1.4517 -0.3853 0.31 0.88 0.11 -0.22
C 3.0912 0.4171 0.2004 -0.47 -0.96 0.47 0.14
C 3.6340 -0.7914 0.7195 -0.58 0.00 0.14 0.51
C 2.7515 -1.7925 1.2071 -0.27 0.78 -0.51 -0.64
C 1.4015 -1.6574 0.9475 -0.13 -0.03 -0.04 -0.26
C 0.8368 -0.4839 0.4436 0.02 -0.06 0.45 -0.14
C -0.6529 -0.5253 -0.0037 0.51 0.43 -3.51 1.35
C -1.0784 0.7222 -0.8712 0.10 -0.49 -0.43 0.17
C -2.3661 1.2656 -0.8891 0.24 0.00 0.35 -0.34
C -2.7254 2.3686 -1.6626 0.89 -0.03 -0.27 -0.70
C -1.7719 2.9627 -2.5275 -0.18 -0.37 0.22 0.38
N -2.1062 4.0605 -3.2921 0.07 0.51 0.56 0.01
C -3.4834 4.4700 -3.4444 -0.22 -0.21 -0.30 -0.65
C -4.2583 4.3228 -2.1544 0.07 0.06 0.20 -0.99
C -4.1109 2.9147 -1.5824 -0.68 -0.13 -0.08 -0.54
C -1.2315 4.5542 -4.3263 -0.09 -0.10 -0.45 -0.68
C 0.2193 4.4420 -3.9328 0.07 -0.17 0.36 -0.91
C 0.5486 3.0084 -3.4961 0.65 -0.18 -0.63 -0.23
C -0.4853 2.3760 -2.6169 -0.76 -0.24 0.65 0.21
C -0.2035 1.2372 -1.8565 -0.02 0.18 0.07 -1.39
C 1.7089 0.5887 0.2040 -0.31 -0.02 -0.08 -1.03
C 3.2338 -3.0038 1.9203 0.32 -0.51 0.31 -0.55
H 4.7121 -3.8038 0.5989 0.10 0.04 0.01 0.32
H 5.0956 -4.0341 2.3059 0.01 0.04 -0.11 0.38
H 5.6646 -1.7030 2.5965 0.13 -0.10 -0.16 0.28
H 6.5518 -2.2999 1.1690 -0.30 0.04 0.15 0.41
H 6.1763 0.6396 1.2082 0.04 0.00 -0.16 0.30
H 6.8370 -0.4925 0.0144 -0.18 0.19 0.02 0.40
H 6.0602 1.6926 -0.9878 -0.05 -0.08 -0.07 0.38
H 5.2331 0.2826 -1.6857 0.16 0.05 0.13 0.31
H 4.1225 2.2703 0.3405 0.06 -0.12 -0.15 0.27
H 3.5106 1.9051 -1.2656 0.13 -0.12 0.22 0.02
H 0.7683 -2.5235 1.1473 0.37 0.26 -0.08 0.42
H -0.6802 -1.3681 -0.7192 0.08 0.08 0.11 0.33
H -3.1673 0.7836 -0.3190 0.44 0.73 -0.32 0.27
H -3.4999 5.5136 -3.7954 0.02 -0.32 0.17 0.40
H -3.9520 3.8619 -4.2361 -0.10 0.08 0.03 0.29
H -3.8909 5.0647 -1.4378 -0.02 -0.09 -0.02 0.33
H -5.3120 4.5332 -2.3421 0.03 0.07 0.06 0.38
H -4.7748 2.2299 -2.1352 0.00 0.19 0.17 0.31
H -4.4368 2.9149 -0.5351 -0.08 -0.05 -0.15 0.28
H -1.4183 3.9894 -5.2536 0.12 0.04 -0.07 0.30
H -1.5038 5.5982 -4.5401 0.11 -0.26 0.12 0.41
H 0.8389 4.7231 -4.7848 0.07 0.03 0.10 0.39
H 0.4251 5.1403 -3.1123 -0.02 -0.10 -0.12 0.29
H 0.6788 2.3856 -4.3969 0.01 0.14 0.18 0.32
H 1.5200 3.0098 -2.9821 -0.19 -0.08 -0.11 0.03
H 0.7498 0.7438 -2.0633 -0.22 0.23 0.29 0.88
H 1.2993 1.5678 -0.0586 0.28 -0.40 -0.08 0.94
H 2.5965 -3.8543 1.6461 0.10 0.08 0.15 0.34
H 3.1268 -2.8699 3.0098 0.01 0.05 -0.25 0.27
C -4.5018 -2.3158 1.6807 0.37 -0.30 0.23 -0.96
S -3.6444 -1.0511 0.7455 0.45 1.13 -0.01 0.28
C -4.0959 0.3443 1.8512 -0.45 -0.09 -0.37 -1.14
C -1.5123 -0.8978 1.1003 -2.30 -0.56 2.84 -1.28
C -1.3940 -2.2352 1.8127 0.42 -0.90 0.63 0.14
C -1.0039 -2.2575 3.1758 -0.45 0.69 -0.56 -0.23
C -0.7917 -3.4371 3.8671 0.03 -1.23 0.06 -0.66
C -1.0099 -4.6715 3.2144 -0.37 2.25 -1.24 -0.28
N -0.8361 -5.9009 3.9143 0.68 -3.37 2.16 0.93
O -1.1093 -6.9892 3.3481 0.46 2.67 0.84 -0.57
O -0.4059 -5.8460 5.0928 -0.91 0.17 -2.50 -0.56
C -1.4515 -4.6835 1.8752 0.31 -0.37 0.75 -0.76
C -1.6468 -3.4936 1.1863 0.10 0.85 0.17 0.15
H -4.1209 -3.2916 1.3960 -0.11 -0.04 0.01 0.37
H -4.3769 -2.1498 2.7502 0.02 -0.17 -0.08 0.33
H -5.5488 -2.2261 1.3914 0.02 0.03 0.01 0.47
H -3.3445 1.1322 1.8169 -0.09 -0.13 -0.14 0.53
H -5.0505 0.7304 1.4756 0.20 -0.01 0.22 0.38
H -4.2154 -0.0366 2.8663 0.08 0.06 -0.13 0.46
H -1.6832 -0.0534 1.7885 0.44 -0.54 0.01 0.76
H -0.9026 -1.3086 3.7209 0.21 -0.41 -0.38 0.47
H -0.4450 -3.4454 4.9075 -0.27 0.06 -0.51 0.52
H -1.6099 -5.6618 1.4193 -0.09 0.38 0.00 0.51
H -2.0641 -3.5493 0.1704 0.48 0.14 0.33 0.57

---

(3)
20
Properties=species:S:1:pos:R:3:forces:R:3:nbo_charge:R:1 method="wB97M-V/def2-TZVPD" max_force_ev_per_a=3.12 lumo_energy_ev="-1.9 / -1.9" e_tot_ha=-966.678312 gap_ev="6.9 / 6.9" homo_ev="-8.73 / -8.73" mol_weight_g_mol=188.21
C 1.3896 1.6120 2.4784 1.19 0.15 -0.19 0.15
C 0.2934 -0.9150 -0.4189 0.28 -1.22 -0.54 0.64
C 3.4705 0.3294 -0.4278 0.02 -0.04 -0.10 1.05
C 0.5296 -2.3860 -0.7843 -0.02 0.38 0.05 -0.70
C -1.0860 2.3543 -0.1795 -0.02 0.54 -1.38 -0.65
C -0.4894 1.6963 0.9362 -0.12 -2.87 0.29 0.54
N 0.4161 1.6860 1.7517 -0.66 0.18 -0.07 -0.39
N -0.6196 -0.6466 0.4617 -0.51 2.93 0.95 -0.76
O 3.7741 0.4461 -1.5243 0.46 0.24 -1.61 -0.52
O 0.9865 -0.0662 -0.9998 0.31 0.14 -0.19 -0.75
O 3.2337 0.2156 0.6868 -0.24 -0.28 1.69 -0.54
S 0.1261 2.7458 -1.5189 -0.31 0.57 0.20 -0.10
H 1.3896 1.4336 3.5345 -0.42 0.01 0.51 0.19
H -0.3935 -2.9574 -0.7481 -0.02 -0.12 0.04 0.21
H 1.2466 -2.8035 -0.0801 0.04 -0.10 0.04 0.23
H 0.9538 -2.4210 -1.7844 0.00 -0.05 0.01 0.23
H -1.8892 1.7576 -0.6114 0.00 0.04 0.36 0.28
H -1.4977 3.3134 0.1509 -0.04 -0.10 0.12 0.28
H -1.1028 -1.3607 0.9796 0.02 -0.18 -0.08 0.37
H 0.6617 1.5022 -1.4461 0.05 -0.22 -0.08 0.22